# 1
Formula: C8H8N2O
Source: the OMol25 dataset
Level of theory: ωB97M-V with the def2-TZVPD basis set

XYZ file:
```
19
C8H8N2O (ωB97M-V with the def2-TZVPD basis set)
C 3.55802 0.15688 0.13912
O 2.57599 -0.91343 -0.17519
C 1.40114 -0.36782 -0.00270
C 1.19653 1.09340 0.17696
C -0.10703 1.51311 -0.12873
C -1.23513 0.77601 -0.33470
N -2.66876 1.04995 0.03766
C -3.11831 -0.14740 0.15357
N -2.22860 -1.17710 0.13465
C -0.91319 -0.61263 -0.07803
C 0.36768 -1.26015 0.00795
H 3.34367 1.37942 -0.35687
H 3.62641 0.51878 1.33556
H 4.65822 -0.17544 -0.53073
H 1.99866 1.85241 0.44720
H -0.30176 2.63069 -0.18538
H -4.18401 -0.40472 -0.00883
H -2.68078 -2.16957 0.02302
H 0.31485 -2.34250 -0.12923
```

Output
electronic energy: -494.23138 hartree
molar mass: 148.16 g mol⁻¹
LUMO: 0.743 eV
orbital gap: 9.03 eV
energy above the lowest of the compared OMol25 structures with the same formula, charge and spin: 127.0 kcal per mole

Here are the natural (NBO) charges for atoms 1 to 6, given in e:
1 C -0.34
2 O -0.48
3 C 0.33
4 C -0.35
5 C -0.15
6 C 0.00

# 2
Formula: C33H56Br2F13MgN7NaO9
Source: the OMol25 dataset
Level of theory: ωB97M-V with the def2-TZVPD basis set

XYZ file:
```
122
C33H56Br2F13MgN7NaO9 (ωB97M-V with the def2-TZVPD basis set)
C -0.69664 2.50337 4.02090
C -1.45680 2.24515 2.72704
C -0.72176 1.20333 1.85859
N -1.60698 0.22578 1.20081
C -1.63933 0.35227 -0.19682
N -2.96683 -0.15299 -0.80543
C -4.15466 0.22077 0.04372
C -4.52418 -0.74410 1.14444
F -4.01714 1.48674 0.48396
C -2.90016 -1.56488 -1.32669
C -4.21267 -2.21190 -1.78487
C -4.50934 -3.54152 -1.05340
C -5.98213 -3.93650 -1.07598
C -6.24773 -5.11101 -0.12057
N -6.03172 -4.87314 1.27981
C -4.81567 -5.39184 1.70459
N -3.90248 -5.85431 0.86255
N -4.64725 -5.34960 3.04484
C -1.84831 -1.56230 -2.43781
C -2.49199 -0.93370 -3.71767
C -1.56324 -0.03619 -4.56859
C -2.29196 1.18423 -4.99791
F -3.04183 1.05016 -6.11608
C -2.28405 2.35587 -4.35884
F -2.26093 2.45185 -3.04129
F -2.37545 3.49404 -5.03330
C -1.59465 -3.04154 -2.80387
C -0.61715 -3.27588 -3.94298
C 0.85016 -3.23113 -3.61517
F -0.87813 -4.58648 -4.35975
O -0.59064 -1.04991 -2.07760
C -0.37596 -0.15152 -1.00347
Br 0.29909 1.49989 -1.94519
N 0.71630 -0.60268 -0.20911
C 0.61665 -1.77763 0.60202
C 0.49985 -3.17161 0.03382
O 0.70529 -1.67686 1.81525
C 1.96512 0.15563 -0.10463
C 3.07432 -0.32506 -0.99367
O 2.15728 1.05008 0.69584
H -0.89865 1.74655 4.76251
H 0.36892 2.56436 3.82491
H -0.97788 3.46593 4.42781
H -1.45264 3.19133 2.19410
H -2.49005 1.97759 2.89852
H 0.03532 0.74590 2.47620
H -0.24030 1.77594 1.07917
H -1.56895 -0.71553 1.56052
H -1.71997 1.41922 -0.33401
H -3.06989 0.43651 -1.63951
H -4.99488 0.28066 -0.64362
H -4.77405 -0.24044 2.06613
H -5.34758 -1.37527 0.83061
H -3.68737 -1.39332 1.37175
H -2.46556 -2.17393 -0.53920
H -5.09889 -1.60914 -1.63514
H -4.20549 -2.50665 -2.82232
H -3.93181 -4.32027 -1.59919
H -4.17693 -3.54676 -0.02415
H -6.55122 -3.06634 -0.76861
H -6.35830 -4.28131 -2.03161
H -5.71566 -6.00188 -0.42980
H -7.29646 -5.34074 -0.27060
H -6.13024 -3.90321 1.55422
H -3.09583 -6.20327 1.36182
H -4.61151 -4.35071 3.29525
H -3.75036 -5.72841 3.32502
H -2.87693 -1.72696 -4.34048
H -3.36578 -0.33685 -3.46471
H -1.35152 -0.54988 -5.50041
H -0.60759 0.18015 -4.12021
H -2.51246 -3.50606 -3.14564
H -1.26509 -3.62319 -1.94235
H -0.80445 -2.65781 -4.81286
H 1.38740 -3.38091 -4.54455
H 1.13125 -4.06876 -2.99139
H 1.18748 -2.28608 -3.21654
H -0.55045 -3.44956 0.02109
H 0.99734 -3.31060 -0.91349
H 0.97617 -3.82468 0.74907
H 3.46512 -1.22007 -0.50937
H 2.67551 -0.65188 -1.94400
H 3.82323 0.43366 -1.09651
Br -1.43820 5.28442 -3.32161
Mg -3.62049 -5.78725 -0.98470
C 6.31346 3.48147 -2.57978
C 6.17889 1.93635 -2.74254
C 7.11346 1.47910 -3.87050
O 4.89875 1.66505 -3.05493
H 6.03587 4.02400 -3.47676
H 5.67844 3.85902 -1.77060
H 7.35247 3.75596 -2.34086
H 6.60636 1.47695 -1.80193
H 6.84714 1.95951 -4.80992
H 7.05459 0.39977 -4.00023
H 8.15985 1.72843 -3.65141
N -3.97420 -3.06076 5.63541
O -3.70202 -2.09947 6.34057
O -4.03749 -4.21047 6.07877
O -4.20176 -2.87106 4.38836
O 0.98830 6.34531 -5.27253
H 0.28233 5.80869 -4.87262
H 1.00207 6.08116 -6.19654
Na 5.68921 2.62312 -0.55822
C 5.79361 5.56774 6.01628
C 6.26111 4.23915 6.64259
C 7.65588 3.72730 6.26905
F 7.76139 3.48204 4.94581
F 7.88590 2.56322 6.91408
F 5.33565 3.28517 6.40236
F 6.28309 4.43849 7.98692
O 4.93276 5.50408 4.88039
C 5.42507 5.38639 3.60886
C 4.98488 4.06996 2.96271
F 5.40609 3.00930 3.66026
F 5.53593 3.97486 1.70616
F 6.75944 5.54020 3.56791
F 4.89089 6.38491 2.87581
H 5.17487 6.03513 6.77945
H 6.62253 6.25496 5.85336
H 8.42640 4.44461 6.56358
H 3.89825 4.02098 2.88115
```

Output
electronic energy: -9159.40904 hartree
molar mass: 1148.93 g mol⁻¹
LUMO: -7.379 eV
orbital gap: 1.26 eV
net charge: +1
energy above the lowest of the compared OMol25 structures with the same formula, charge and spin: 0.0 kcal per mole

Here are the Mulliken charges for atoms 1 to 6, given in e:
1 C -1.40
2 C -0.40
3 C -0.52
4 N 0.33
5 C -3.01
6 N 0.88

# 3
Formula: C11H9CrF6N2O6
Source: the OMol25 dataset
Level of theory: ωB97M-V with the def2-TZVPD basis set

XYZ file:
```
35
C11H9CrF6N2O6 (ωB97M-V with the def2-TZVPD basis set)
Cr 1.57968 0.04693 0.19004
O -2.91312 -2.11282 3.51893
C -1.84157 -1.71233 2.80825
C -1.26235 -2.52111 1.82040
C -0.18606 -1.99434 1.14473
N 0.24245 -0.78299 1.42278
C -0.23202 -0.02916 2.39791
C -1.31048 -0.45634 3.13475
C 0.64215 1.21192 2.56713
O 0.44341 2.00382 3.45001
O 1.64129 1.23914 1.69543
C 0.68205 -2.60971 0.06519
O 0.48425 -3.70258 -0.38781
O 1.69693 -1.79888 -0.25998
H -3.21126 -2.97797 3.21769
H -1.62372 -3.51593 1.59429
H -1.71700 0.14197 3.93683
N 3.49705 0.50299 -0.52125
H 3.98513 -0.22410 -1.03241
H 4.09253 0.80459 0.24484
H 3.35455 1.30566 -1.12731
C 0.05123 0.34297 -3.11310
C -0.23560 1.17889 -1.87173
O 0.82934 1.17221 -0.98641
C -0.42206 2.65711 -2.28660
F 0.74994 3.15258 -2.71645
F -1.30129 2.79148 -3.29352
F -0.83777 3.41853 -1.26954
C -1.51776 0.65472 -1.18706
F -2.61899 0.94007 -1.89632
F -1.45500 -0.68884 -1.06709
F -1.68141 1.14999 0.04493
H 0.83375 0.82528 -3.69621
H -0.83365 0.22900 -3.73722
H 0.39540 -0.64274 -2.80411
```

Output
electronic energy: -2629.34118 hartree
molar mass: 431.18 g mol⁻¹
LUMO (alpha / beta): -0.490 / -0.473 eV
spin multiplicity: 2
orbital gap (alpha / beta): 8.82 / 8.34 eV

Here are the natural (NBO) charges for atoms 1 to 6, given in e:
1 Cr 1.27
2 O -0.64
3 C 0.37
4 C -0.29
5 C 0.15
6 N -0.46

# 4
Formula: C4H6N2OS
Source: the OMol25 dataset
Level of theory: ωB97M-V with the def2-TZVPD basis set

XYZ file:
```
14
C4H6N2OS (ωB97M-V with the def2-TZVPD basis set)
C 1.41847 1.56581 1.61339
S 1.73119 0.65961 0.06510
N 0.30908 -0.03361 -0.27488
C -0.63800 0.39436 -1.11468
C -1.41965 -0.57783 -1.53884
C -1.02401 -1.80025 -0.75420
O -1.57640 -2.88596 -0.61510
N 0.03189 -1.40969 0.02725
H 2.00248 2.37967 2.00622
H 1.16644 0.81885 2.35594
H 0.37171 2.09599 1.36665
H -0.75328 1.43212 -1.32426
H -2.29261 -0.40682 -2.08220
H 0.67269 -2.23225 0.26961
```

Output
electronic energy: -738.87656 hartree
molar mass: 130.17 g mol⁻¹
LUMO: 0.633 eV
orbital gap: 9.21 eV
energy above the lowest of the compared OMol25 structures with the same formula, charge and spin: 80.4 kcal per mole

Here are the natural (NBO) charges for atoms 1 to 6, given in e:
1 C -0.79
2 S 0.46
3 N -0.42
4 C 0.03
5 C -0.39
6 C 0.60